Formula: C5H12N2O
Source: OMol25
Level of theory: wB97M-V/def2-TZVPD

Its spin multiplicity is 1. The net charge is 0. The total energy is -382.416203 Eh. As for the structure (SMILES): C[C@H](CC=O)NCN.

CARTESIAN COORDINATES (ANGSTROEM)
1 C -1.6174 -0.6986 0.2035
2 C -0.3584 0.1486 -0.0828
3 C 0.4023 -0.4695 -1.2530
4 C -0.2326 -0.2032 -2.5761
5 O 0.1096 -0.6463 -3.6408
6 N 0.5497 0.2561 1.0414
7 C 0.0688 0.8184 2.2713
8 N 1.0633 0.6845 3.3065
9 H -1.5508 -1.6713 -0.2581
10 H -1.8400 -0.7934 1.2444
11 H -2.4595 -0.1619 -0.1600
12 H -0.7323 1.1586 -0.2820
13 H 1.4354 -0.1016 -1.2516
14 H 0.5049 -1.5257 -1.0084
15 H -1.0862 0.5080 -2.5562
16 H 1.4922 -0.0789 1.0198
17 H -0.2175 1.8695 2.1616
18 H -0.8237 0.2755 2.6041
19 H 1.4245 1.4744 3.7960
20 H 1.5900 -0.1670 3.3231

Formula: C20H29I2NO5S
Source: OMol25
Level of theory: wB97M-V/def2-TZVPD

Its spin multiplicity is 1. The net charge is 0. The total energy is -2203.945635 Eh.

CARTESIAN COORDINATES (ANGSTROEM)
1 C -0.5511 -0.1691 2.7631
2 C 0.0783 1.1890 2.5799
3 I -0.3667 2.4273 4.2237
4 C 0.7988 1.5518 1.5200
5 I 1.5338 3.5664 1.5040
6 C 1.1099 0.7610 0.2498
7 C 0.2602 1.4214 -0.8829
8 C -1.2282 1.1198 -0.7208
9 C -2.1545 2.1807 -1.3106
10 N -3.4454 1.5637 -1.6420
11 C -4.1569 1.1179 -0.4403
12 C -4.1338 -0.3749 -0.2511
13 C -3.7994 -1.2601 -1.2774
14 C -3.7905 -2.6399 -1.0639
15 C -4.1014 -3.1630 0.1885
16 C -4.4480 -2.2903 1.2220
17 C -4.4679 -0.9171 0.9939
18 O -4.8498 -0.0466 2.0017
19 C 0.7955 -0.7308 0.2071
20 C 1.7025 -1.6651 1.0344
21 O 2.4314 -0.9815 2.0623
22 S 3.9010 -0.5096 1.4844
23 O 4.7012 -0.2232 2.6360
24 O 3.4895 0.9750 0.9613
25 C 2.5921 1.0235 -0.1735
26 C 3.1141 0.2057 -1.3572
27 C 4.5820 0.5647 -1.7054
28 C 5.4364 -0.6790 -1.8250
29 O 6.5767 -0.3892 -2.6291
30 H -1.4117 -0.3150 2.1132
31 H -0.9302 -0.2594 3.7745
32 H 0.1396 -0.9889 2.6296
33 H 0.5847 1.0389 -1.8446
34 H 0.4064 2.4976 -0.8523
35 H -1.4616 1.0197 0.3350
36 H -1.4731 0.1725 -1.1944
37 H -2.3196 2.9506 -0.5443
38 H -1.7209 2.6649 -2.1806
39 H -4.0068 2.2500 -2.1258
40 H -5.1919 1.4495 -0.4899
41 H -3.7382 1.6042 0.4423
42 H -3.5365 -0.8694 -2.2455
43 H -3.5449 -3.3084 -1.8739
44 H -4.0926 -4.2213 0.3920
45 H -4.6973 -2.7011 2.1882
46 H -4.3158 -0.1926 2.7857
47 H -0.2213 -0.9559 0.4932
48 H 0.8465 -1.0796 -0.8217
49 H 2.3646 -2.2459 0.3967
50 H 1.0785 -2.3915 1.5452
51 H 2.6376 2.0497 -0.5129
52 H 2.5247 0.4463 -2.2343
53 H 3.0450 -0.8691 -1.2300
54 H 4.6084 1.0427 -2.6804
55 H 5.0134 1.2307 -0.9672
56 H 4.8743 -1.5021 -2.2740
57 H 5.7522 -1.0134 -0.8343
58 H 7.1769 -1.1323 -2.5425

Formula: C5H5BrClNO
Source: OMol25
Level of theory: wB97M-V/def2-TZVPD

Its spin multiplicity is 3. The net charge is 0. The total energy is -3357.376796 Eh.

CARTESIAN COORDINATES (ANGSTROEM)
1 C 1.7218 0.7967 -0.0153
2 C -1.6889 1.0668 -0.3355
3 C 1.8453 -0.3458 0.3358
4 C 2.0078 -1.6904 0.8982
5 C -2.1640 0.0166 -1.1725
6 N -1.5287 2.0525 0.2851
7 O -1.1839 3.0037 0.8651
8 Cl 1.5230 2.3200 -0.6673
9 Br -1.9071 -1.5928 -0.0019
10 H 1.9861 -1.4204 1.9566
11 H 1.1683 -2.2221 0.5607
12 H 2.9865 -2.0359 0.6287
13 H -1.5601 -0.0739 -2.0846
14 H -3.2061 0.1250 -1.2532

Formula: C5H7IO2
Source: OMol25
Level of theory: wB97M-V/def2-TZVPD

Its spin multiplicity is 1. The net charge is 0. The total energy is -642.695656 Eh.

CARTESIAN COORDINATES (ANGSTROEM)
1 C 2.4642 -1.2044 -1.0061
2 C 2.2510 -0.1816 -0.2506
3 C -1.6424 0.9565 1.0956
4 C -1.6969 0.8714 -0.4055
5 C -0.0465 -0.3725 0.2663
6 O -0.3990 0.3355 1.3354
7 O -0.7181 -0.0986 -0.8345
8 I -0.0139 -2.5964 0.6265
9 H 3.3497 -1.3659 -1.4404
10 H 1.7081 -1.8681 -1.2840
11 H 2.7897 0.3497 0.4926
12 H -1.6502 2.1231 1.4430
13 H -2.4305 0.4958 1.6722
14 H -2.5965 0.6538 -0.8915
15 H -1.3688 1.9017 -0.8191

Formula: C27H63N9O13SZn
Source: OMol25
Level of theory: wB97M-V/def2-TZVPD

Its spin multiplicity is 1. The net charge is 0. The total energy is -4715.308948 Eh.

CARTESIAN COORDINATES (ANGSTROEM)
1 Zn 0.9666 -0.5861 1.9992
2 S 0.3185 0.5272 -0.2640
3 O -0.8115 1.3116 -0.6793
4 O -0.0279 -0.8001 0.3253
5 O 1.2998 0.3241 -1.3353
6 O 1.0011 1.0769 0.9595
7 C -4.1963 -2.3709 -5.0709
8 C -3.6275 -1.5909 -3.8987
9 O -4.3230 -1.0180 -3.0738
10 N -2.2737 -1.5711 -3.8710
11 C -1.4929 -0.7214 -2.9821
12 H -5.1814 -2.7724 -4.8403
13 H -3.5161 -3.1654 -5.3703
14 H -4.3942 -1.7009 -5.9102
15 H -1.8037 -1.8918 -4.6997
16 H -0.9679 -1.2035 -2.1590
17 H -2.1108 0.0528 -2.5321
18 H -0.7869 -0.1803 -3.6135
19 C 0.7346 3.3564 -3.5202
20 C 1.8460 3.8577 -2.6485
21 O 2.2761 5.0038 -2.7071
22 N 2.2942 2.9512 -1.7568
23 C 3.3059 3.1636 -0.7345
24 H 0.0948 2.6085 -3.0355
25 H 1.0385 2.7572 -4.3844
26 H 0.0688 4.1415 -3.8712
27 H 1.8420 2.0312 -1.7853
28 H 3.4483 2.2060 -0.2429
29 H 2.9697 3.9334 -0.0396
30 H 4.2521 3.4789 -1.1764
31 C 2.4113 -3.3370 -2.2007
32 C 2.4931 -2.5781 -3.5081
33 O 3.0021 -3.1184 -4.4833
34 N 2.0480 -1.3143 -3.4566
35 C 2.1594 -0.3399 -4.5176
36 H 1.8471 -4.2552 -2.3491
37 H 1.9857 -2.7587 -1.3742
38 H 3.4326 -3.5539 -1.8799
39 H 1.6961 -0.9476 -2.5755
40 H 2.8498 -0.7540 -5.2535
41 H 2.5987 0.5872 -4.1441
42 H 1.2038 -0.0919 -4.9817
43 C 1.8578 -4.6064 1.5707
44 C 0.6721 -3.7436 1.9930
45 O 0.8016 -2.6486 2.5254
46 N -0.5282 -4.2475 1.6574
47 C -1.7622 -3.4996 1.6062
48 H 1.6419 -5.6157 1.9312
49 H 2.7759 -4.3628 2.1019
50 H 2.0304 -4.4875 0.5042
51 H -0.5121 -5.1338 1.1797
52 H -2.6175 -4.1148 1.8944
53 H -2.0161 -3.1345 0.6098
54 H -1.7324 -2.6651 2.3031
55 C 2.3115 0.3437 5.9815
56 C 2.2605 0.7942 4.5344
57 O 2.0093 0.0100 3.6298
58 N 2.3758 2.1182 4.3176
59 C 2.4437 2.7305 3.0187
60 H 3.3433 0.4727 6.3102
61 H 1.9170 -0.6638 6.0284
62 H 1.7234 1.0458 6.5741
63 H 2.5261 2.7014 5.1209
64 H 2.7496 3.7685 3.1759
65 H 1.5120 2.7027 2.4571
66 H 3.2298 2.3920 2.3396
67 C -3.5928 3.4248 -2.0235
68 C -2.6701 4.4702 -1.4295
69 O -2.7888 5.6586 -1.6735
70 N -1.7559 3.9650 -0.5779
71 C -0.7840 4.7318 0.1711
72 H -4.6218 3.6383 -1.7431
73 H -3.4364 2.3944 -1.6855
74 H -3.3805 3.3128 -3.0881
75 H -1.5760 2.9660 -0.5907
76 H -1.2158 5.0024 1.1388
77 H -0.5117 5.6414 -0.3649
78 H 0.1447 4.1853 0.3361
79 C -1.9666 -0.5993 5.0365
80 C -1.6921 0.0947 3.7073
81 O -0.7055 -0.1920 3.0384
82 N -2.4607 1.1485 3.4210
83 C -2.1484 2.1497 2.4283
84 H -1.1080 -0.5068 5.6987
85 H -2.1603 -1.6590 4.8766
86 H -2.8216 -0.1469 5.5384
87 H -3.1604 1.3738 4.1071
88 H -2.2992 3.1587 2.8130
89 H -2.7863 2.0526 1.5480
90 H -1.1094 2.0724 2.1082
91 C 4.9664 -2.1973 0.9551
92 C 3.8381 -1.2877 0.5217
93 O 2.8082 -1.2217 1.2018
94 N 3.9514 -0.5492 -0.5810
95 C 5.1113 -0.5747 -1.4590
96 H 5.8920 -1.6518 1.1262
97 H 5.1293 -2.9060 0.1404
98 H 4.5890 -2.6960 1.8412
99 H 3.0968 -0.1122 -0.9188
100 H 4.8669 -0.1887 -2.4447
101 H 5.4014 -1.6192 -1.5999
102 H 5.9648 -0.0402 -1.0408
103 C -5.2201 -1.4322 2.1453
104 C -5.4013 -1.7221 0.6641
105 O -6.3578 -2.4096 0.2991
106 N -4.5072 -1.2699 -0.2208
107 C -3.2708 -0.5556 0.0788
108 H -4.4953 -2.0678 2.6529
109 H -6.1820 -1.5539 2.6376
110 H -4.9606 -0.3761 2.2652
111 H -4.6679 -1.5266 -1.1879
112 H -2.4688 -1.0928 -0.4213
113 H -3.0547 -0.6419 1.1404
114 H -3.4053 0.4523 -0.3090

Formula: C7H13NSi
Source: OMol25
Level of theory: wB97M-V/def2-TZVPD

Its spin multiplicity is 1. The net charge is 0. The total energy is -618.674757 Eh.

CARTESIAN COORDINATES (ANGSTROEM)
1 C -2.3607 1.7306 1.8822
2 C -1.6462 -1.1647 1.6972
3 C -1.2134 -0.0649 1.1528
4 C -1.0189 -2.5032 1.4252
5 C 0.6061 2.3910 1.0947
6 C -0.9888 1.4795 -1.4683
7 C 1.4804 -0.1371 -0.4275
8 N -2.9948 2.5993 2.2626
9 Si -0.0339 0.9141 0.0788
10 H -2.4720 -1.1841 2.3975
11 H -0.3263 -2.7439 2.2325
12 H -1.7840 -3.2762 1.3934
13 H -0.4675 -2.4966 0.4891
14 H -0.2036 3.0472 1.3971
15 H 1.1122 2.0588 1.9965
16 H 1.3138 2.9832 0.5218
17 H -1.9267 1.9540 -1.1970
18 H -0.4117 2.1991 -2.0413
19 H -1.2188 0.6448 -2.1238
20 H 1.2066 -0.9959 -1.0316
21 H 2.1763 0.4620 -1.0091
22 H 2.0147 -0.4988 0.4454